# 1
Formula: C14H20F3NPtS4
Source: the Open Molecules 2025 dataset
Level of theory: the ωB97M-V functional and the def2-TZVPD basis

The geometry in XYZ format:
```
43
Properties=species:S:1:pos:R:3:forces:R:3
Pt 0.4094 -0.7580 0.8703 -0.01 0.00 0.28
C -2.1758 0.8850 -0.0589 0.12 0.24 0.07
C -2.9562 -0.2076 0.6583 0.08 -0.25 0.08
S -1.9940 -1.7189 1.0937 0.25 0.35 0.03
C -2.0666 -1.7540 2.9201 0.07 0.00 -0.16
C -1.2262 -0.7197 3.6519 0.16 -0.09 0.12
S 0.5500 -0.9666 3.2925 -0.22 0.36 -0.51
C 1.2583 0.6826 3.6414 0.00 -0.17 0.11
C 2.5733 0.8696 2.9006 -0.03 -0.08 -0.16
S 2.5066 0.7709 1.0758 -0.38 -0.03 0.02
C 1.7365 2.3687 0.5852 0.08 -0.14 0.08
C 0.3910 2.2530 -0.1184 -0.25 0.07 0.04
S -0.8035 1.4484 0.9955 0.36 -0.63 -0.30
H -2.8310 1.7378 -0.2408 -0.03 -0.03 -0.04
H -1.7618 0.5447 -1.0070 -0.01 -0.02 -0.01
H -3.7503 -0.5534 -0.0021 -0.07 0.05 0.04
H -3.4161 0.1625 1.5745 -0.03 0.02 -0.01
H -1.7551 -2.7676 3.1770 -0.04 -0.02 0.01
H -3.1139 -1.6511 3.2032 -0.01 -0.03 0.01
H -1.3635 -0.8413 4.7268 -0.03 0.01 -0.01
H -1.4990 0.2974 3.3763 0.01 0.04 0.03
H 1.4412 0.7397 4.7149 0.01 0.04 -0.01
H 0.5269 1.4412 3.3698 -0.05 0.01 0.02
H 3.2962 0.1022 3.1808 0.02 0.02 0.00
H 3.0089 1.8355 3.1554 0.03 0.00 0.01
H 2.4428 2.8388 -0.0973 0.01 0.06 0.04
H 1.6645 2.9910 1.4774 0.02 0.02 -0.01
H 0.4538 1.6649 -1.0334 0.01 0.01 -0.01
H 0.0203 3.2504 -0.3581 0.02 0.00 -0.02
F 1.6949 -0.4611 -6.1021 -0.06 -0.03 -0.01
C 0.5413 -0.8931 -5.5979 -0.10 0.21 -0.02
F 0.2019 -2.0290 -6.1981 -0.01 -0.02 0.02
F -0.4104 0.0248 -5.8564 0.17 -0.15 -0.07
C 0.6231 -1.0636 -4.0945 0.01 0.00 0.10
C -0.4580 -1.6068 -3.4141 0.10 -0.05 0.04
C -0.4155 -1.6412 -2.0348 -0.06 -0.11 -0.17
N 0.6232 -1.1681 -1.3307 -0.12 0.27 0.40
C 1.6902 -0.7125 -1.9991 0.11 -0.03 -0.10
C 1.7305 -0.6386 -3.3800 -0.05 -0.09 -0.02
H -1.3133 -2.0033 -3.9449 -0.01 0.03 0.01
H -1.2311 -2.0807 -1.4765 0.00 0.06 0.03
H 2.5480 -0.4124 -1.4115 -0.05 0.06 0.02
H 2.6084 -0.2605 -3.8849 -0.01 0.02 0.03
```
Positions in Å, forces in eV/Å.

⟨S²⟩: 2.01
Kohn-Sham gap (alpha / beta) (hartree): 0.299 / 0.282
Charge: +2
DFT total energy (hartree): -2611.36074
Multiplicity: 3

Here are the natural (NBO) charges for atoms 1 to 6, given in e: 0.704, -0.536, -0.544, 0.300, -0.540, -0.535



# 2
Formula: CHCl2NO2
Source: the Open Molecules 2025 dataset
Level of theory: the ωB97M-V functional and the def2-TZVPD basis

The geometry in XYZ format:
```
7
Properties=species:S:1:pos:R:3:forces:R:3
C -0.2531 0.1733 0.3662 -1.08 0.21 1.94
N 0.1020 -0.2280 -0.9972 -0.86 0.19 0.56
O 0.3801 0.6126 -1.8080 0.46 0.58 -0.16
O -0.0175 -1.4015 -1.1717 0.44 -1.67 -0.84
Cl -1.0637 -1.0891 1.3556 0.93 1.53 -1.12
Cl -0.8820 1.7700 0.5034 0.47 -0.87 0.02
H 1.7342 0.1627 1.7517 -0.36 0.03 -0.41
```
Positions in Å, forces in eV/Å.

Relative energy (zero: lowest compared OMol25 entry of this formula, charge and spin) (kcal/mol): 147.4
Kohn-Sham gap (alpha / beta) (hartree): 0.327 / 0.334
DFT total energy (hartree): -1164.05268

Here are the natural (NBO) charges for atoms 1 to 6, given in e: -0.009, 0.446, -0.344, -0.337, 0.071, 0.117



# 3
Formula: C2H3NOS
Source: the Open Molecules 2025 dataset
Level of theory: the ωB97M-V functional and the def2-TZVPD basis

The geometry in XYZ format:
```
8
Properties=species:S:1:pos:R:3:forces:R:3
C 1.3818 0.4285 -0.3585 -3.01 1.57 -1.36
C -1.2655 -0.6590 0.4599 1.79 -0.05 2.71
H 2.4230 0.6694 -0.5915 -0.40 -0.28 -0.43
H 1.1641 0.0167 0.6444 0.14 0.06 -0.70
H -2.2943 -0.6458 0.3770 -3.32 -1.47 0.81
N 0.4051 0.8289 -1.1933 3.30 -0.73 2.49
O -0.6199 -1.2368 1.3422 -0.60 0.92 -2.40
S -1.1942 0.5980 -0.6802 2.09 -0.01 -1.11
```
Positions in Å, forces in eV/Å.

Structure (SMILES): C=NSC=O
Relative energy (zero: lowest compared OMol25 entry of this formula, charge and spin) (kcal/mol): 50.3
Kohn-Sham gap (hartree): 0.354
DFT total energy (hartree): -606.10725

Here are the natural (NBO) charges for atoms 1 to 6, given in e: -0.054, 0.160, 0.189, 0.196, 0.118, -0.585



# 4
Formula: C42H99BNO10S
Source: the Open Molecules 2025 dataset
Level of theory: the ωB97M-V functional and the def2-TZVPD basis

The geometry in XYZ format:
```
154
Properties=species:S:1:pos:R:3:forces:R:3
C -4.8477 -7.6288 -10.1349 0.77 0.21 -0.74
C -5.1289 -6.3000 -10.9219 -0.43 0.04 1.05
C -4.8225 -5.0843 -9.9518 0.43 -0.71 -0.10
C -3.2908 -4.7058 -9.9826 -0.49 -0.36 -0.27
C -2.4649 -5.3786 -8.8336 -0.53 -0.16 0.21
C -2.3230 -4.5259 -7.5320 0.16 0.02 -0.40
C -1.7659 -3.0808 -7.7347 -0.86 0.22 1.08
C -2.0879 -2.2792 -6.4078 1.48 -0.63 -0.47
C -1.2665 -0.9522 -6.2643 -0.28 -0.70 1.26
C -1.0297 -0.6981 -4.7095 -1.10 0.63 -0.95
C -1.3531 0.7624 -4.2639 1.56 -0.06 0.91
C -1.0317 0.8862 -2.7108 -0.77 -0.41 -0.49
C -2.2884 1.2952 -1.8428 1.31 -0.99 0.38
C -2.7630 0.0395 -1.0053 -0.60 1.26 0.17
C -2.0057 -0.1105 0.3661 -0.24 -1.55 -0.40
C -0.8670 -1.2021 0.3525 0.56 0.85 0.39
C 0.5684 -0.5982 0.1443 -0.12 -0.40 0.50
C 1.1428 0.1447 1.4078 0.12 0.42 -0.83
B 2.4873 -0.5733 2.0638 -0.13 1.79 -0.12
C 2.9029 0.3577 3.3907 -0.23 -0.39 0.02
N 3.0001 -0.4700 4.6503 0.09 0.66 -0.04
C 3.7710 -0.5302 1.0295 -0.19 -1.24 -0.90
C 4.8391 -1.6352 1.4027 0.13 1.62 0.34
C 6.3266 -1.1909 1.1879 -0.58 -0.91 0.59
S 6.8108 0.2880 2.1796 0.08 0.16 0.07
H -5.1989 -8.5461 -10.6510 0.02 0.60 0.23
H -3.7387 -7.7284 -10.0572 -0.78 -0.08 0.23
H -5.2813 -7.5814 -9.1173 0.20 -0.09 -0.58
H -6.2006 -6.2881 -11.2121 0.59 0.08 0.04
H -4.5054 -6.2317 -11.8423 -0.48 -0.08 0.59
H -5.0741 -5.4470 -8.9247 0.08 0.48 -0.62
H -5.4705 -4.2068 -10.1462 0.41 -0.48 -0.13
H -3.2243 -3.6004 -10.0120 0.30 -0.63 0.20
H -2.8852 -5.0746 -10.9551 -0.23 0.38 0.59
H -3.0291 -6.2984 -8.5431 0.52 0.54 -0.20
H -1.4921 -5.7547 -9.2278 -0.44 0.57 0.38
H -1.6773 -5.0787 -6.7925 -0.55 0.53 -0.74
H -3.3204 -4.4447 -7.0348 0.54 -0.05 -0.46
H -2.2507 -2.5110 -8.5541 0.30 -0.63 0.18
H -0.6731 -3.1120 -7.9353 -0.59 0.13 0.18
H -1.7521 -2.9580 -5.5826 -0.30 0.53 -0.45
H -3.1834 -2.1578 -6.2739 0.61 0.13 -0.21
H -0.2689 -1.1129 -6.7218 -0.65 0.29 -0.07
H -1.7890 -0.0864 -6.7255 0.44 -0.53 0.16
H -1.7265 -1.3711 -4.1546 0.63 0.41 -0.21
H 0.0136 -0.9695 -4.4512 -0.61 0.22 0.03
H -2.3922 1.0850 -4.4757 0.50 -0.43 -0.03
H -0.6529 1.4642 -4.7813 -0.69 -0.46 0.05
H -0.7362 -0.1312 -2.3628 -0.05 0.79 -0.23
H -0.1443 1.5306 -2.5509 -0.63 -0.17 -0.05
H -3.0941 1.7068 -2.4845 0.43 -0.14 0.43
H -1.9264 2.0462 -1.1055 -0.66 -0.20 -0.50
H -3.8387 0.2079 -0.7723 0.58 -0.12 -0.09
H -2.7285 -0.8945 -1.6164 0.20 0.63 0.43
H -1.5928 0.8424 0.7548 -0.28 -0.43 -0.36
H -2.7678 -0.4733 1.0966 0.47 0.44 -0.37
H -1.0290 -1.9996 -0.4054 -0.29 0.50 0.36
H -0.8777 -1.6871 1.3583 0.18 0.17 -0.72
H 1.2338 -1.4637 -0.1054 -0.32 0.63 0.18
H 0.6044 0.0828 -0.7323 -0.21 -0.47 0.40
H 0.3659 0.3338 2.1960 0.33 -0.30 -0.62
H 1.4625 1.1688 1.0631 -0.29 -0.57 0.35
H 2.1775 -1.6904 2.4112 0.07 -0.61 0.14
H 3.8801 0.8904 3.2391 -0.72 -0.27 0.28
H 2.1206 1.1488 3.5595 0.69 -0.47 0.04
H 2.1984 -1.0963 4.6083 0.29 -0.10 0.00
H 3.8196 -1.0648 4.5363 -0.28 -0.13 -0.01
H 4.1981 0.4975 1.0258 -0.03 -0.65 -0.06
H 3.4225 -0.7636 -0.0162 0.39 0.36 0.59
H 4.6569 -2.5714 0.8373 0.05 0.43 0.43
H 4.7133 -1.8120 2.4994 0.21 -0.31 -0.75
H 6.5285 -0.9455 0.1253 -0.07 0.00 0.64
H 6.9881 -2.0262 1.5210 -0.30 0.63 -0.44
H 5.9308 0.3340 3.2292 0.19 -0.49 -0.77
C 3.4326 0.6902 7.4677 0.13 -0.11 0.17
O 3.8702 0.4205 8.8038 0.08 0.40 0.05
C 5.0905 1.0716 9.1200 -0.40 -0.32 0.31
C 4.8552 2.3191 9.9553 0.32 0.15 -0.39
O 4.1777 3.3244 9.2110 -0.17 -0.13 0.17
C 2.7985 3.3962 9.5261 0.04 0.09 -0.08
H 2.4010 0.3570 7.3749 0.10 -0.11 0.01
H 3.4769 1.7572 7.2346 0.03 0.00 0.02
H 4.0412 0.1354 6.7567 -0.12 0.07 -0.07
H 5.6510 1.3116 8.2116 -0.02 0.08 0.03
H 5.6864 0.3645 9.7068 0.09 0.05 0.01
H 5.8248 2.7367 10.2453 0.03 -0.02 0.03
H 4.3065 2.0751 10.8705 -0.05 -0.06 -0.05
H 2.6623 3.8596 10.5101 -0.08 -0.04 0.04
H 2.3283 2.4104 9.5163 0.03 -0.01 0.01
H 2.3129 4.0207 8.7759 0.09 0.01 0.01
C -6.6507 1.6842 0.4074 0.16 -0.11 -0.03
O -5.3069 2.1358 0.4133 -0.34 0.17 0.07
C -5.1949 3.5147 0.0877 0.47 -0.21 0.14
C -4.9869 4.3612 1.3314 -0.34 0.20 -0.21
O -6.1411 4.3530 2.1657 0.22 -0.37 -0.05
C -5.9966 3.4867 3.2817 -0.09 0.05 0.08
H -6.6772 0.7035 0.8827 0.08 0.01 -0.04
H -7.3094 2.3589 0.9595 0.00 0.03 -0.02
H -7.0059 1.5854 -0.6238 -0.11 0.01 0.01
H -6.0700 3.8551 -0.4748 -0.04 0.03 0.08
H -4.3176 3.6187 -0.5584 0.00 0.04 -0.01
H -4.8212 5.3991 1.0254 0.05 0.01 -0.03
H -4.1038 4.0289 1.8848 -0.03 -0.08 -0.04
H -5.3178 3.9322 4.0160 0.02 -0.08 0.04
H -5.6236 2.5034 2.9865 0.04 0.03 -0.03
H -6.9767 3.3643 3.7434 0.02 0.11 -0.04
C 10.5293 2.4787 4.4914 -0.06 0.13 -0.13
O 9.3168 3.2125 4.4759 0.15 -0.20 0.21
C 8.1912 2.4091 4.8215 -0.16 0.43 0.03
C 7.7635 2.6444 6.2600 0.02 -0.45 -0.10
O 8.7463 2.1764 7.1808 0.12 0.27 -0.04
C 9.5298 3.2269 7.7167 -0.04 -0.15 0.07
H 11.3541 3.1912 4.4492 -0.06 0.03 -0.04
H 10.6304 1.8794 5.3995 -0.02 -0.03 0.00
H 10.5810 1.8270 3.6135 0.06 -0.09 0.05
H 8.3991 1.3505 4.6437 0.00 0.01 0.05
H 7.3725 2.7063 4.1597 -0.02 -0.06 0.01
H 6.8503 2.0739 6.4509 -0.03 0.04 -0.06
H 7.5414 3.7020 6.4323 0.05 0.00 -0.03
H 8.9431 3.7991 8.4438 0.05 0.11 -0.01
H 9.9002 3.8964 6.9366 -0.04 0.02 -0.01
H 10.3843 2.7834 8.2297 -0.07 -0.05 0.00
C 3.2665 -7.9902 -5.6142 0.13 0.04 -0.08
O 3.1044 -7.6716 -6.9883 -0.22 -0.08 0.20
C 1.9025 -8.2022 -7.5329 0.26 0.34 -0.29
C 0.8258 -7.1362 -7.6443 -0.25 -0.33 0.27
O 0.3945 -6.6993 -6.3622 0.24 0.11 -0.09
C 0.9585 -5.4498 -5.9929 -0.08 0.04 0.11
H 4.0691 -7.3687 -5.2177 0.00 -0.02 -0.08
H 2.3575 -7.7946 -5.0415 -0.01 -0.02 -0.02
H 3.5499 -9.0423 -5.5068 -0.04 -0.02 0.10
H 1.5486 -9.0520 -6.9416 -0.05 0.06 0.04
H 2.1416 -8.5663 -8.5371 -0.05 -0.02 -0.01
H -0.0463 -7.5689 -8.1443 0.01 -0.01 -0.05
H 1.1748 -6.2920 -8.2472 0.08 -0.02 0.03
H 0.4838 -4.6437 -6.5620 0.11 0.07 0.00
H 2.0386 -5.4254 -6.1539 -0.01 -0.02 -0.04
H 0.7627 -5.2878 -4.9326 -0.07 -0.07 -0.05
C -7.2362 6.9034 3.6879 0.01 0.02 -0.04
O -6.8047 6.5819 5.0050 0.04 0.27 -0.09
C -5.5655 7.1949 5.3363 -0.27 -0.26 0.35
C -5.7691 8.4200 6.2114 0.30 0.17 -0.36
O -6.4273 9.4630 5.5013 -0.20 -0.17 0.12
C -7.8032 9.5570 5.8272 0.06 0.11 -0.06
H -8.2783 6.5973 3.5906 0.05 -0.06 0.07
H -7.1670 7.9758 3.4872 -0.01 0.02 0.09
H -6.6396 6.3523 2.9602 -0.07 0.05 -0.07
H -5.0035 7.4503 4.4330 -0.03 0.08 0.01
H -4.9844 6.4560 5.8972 0.06 0.04 0.00
H -4.7896 8.8056 6.5091 0.02 -0.03 0.03
H -6.3192 8.1605 7.1210 -0.04 -0.06 -0.05
H -7.9234 9.9933 6.8247 -0.09 -0.05 0.03
H -8.2967 8.5830 5.7911 0.02 -0.01 0.02
H -8.2785 10.2151 5.0992 0.09 0.01 0.01
```
Positions in Å, forces in eV/Å.

Kohn-Sham gap (hartree): 0.224
Charge: -1
DFT total energy (hartree): -2889.58546

Here are the Löwdin charges for atoms 1 to 6, given in e: -0.127, -0.249, -0.208, -0.196, -0.203, -0.205



Which of these has the lowest DFT total energy? C42H99BNO10S



Number 4 is which compound? C42H99BNO10S



Which of these has the lowest DFT total energy? C42H99BNO10S



Which value of DFT total energy does entry 3 give? -606.10725 hartree